No. 1
Computed, not measured: a cluster of 2 separate species, C44H51N2O3 in total at a distorted geometry, with ωB97M-V/def2-TZVPD.

Each atom is followed by the atoms it is bonded to, with distances in Å.
CARTESIAN COORDINATES (ANGSTROEM)
1 C 5.85399 -1.60076 1.85648  C2 1.533, H30 1.093, H31 1.098, H32 1.095
2 C 4.73809 -2.10604 2.77801  C1 1.533, C3 1.527, C4 1.540, C5 1.553
3 C 4.43691 -3.54938 2.38149  C2 1.527, H33 1.095, H34 1.095, H35 1.098
4 C 5.28914 -2.09727 4.21552  C2 1.540, H36 1.096, H37 1.099, H38 1.094
5 C 3.48896 -1.19327 2.63919  C2 1.553, C6 1.381, C28 1.468
6 C 2.34980 -1.51084 1.92659  C5 1.381, C7 1.440, H39 1.101
7 C 1.17034 -0.68533 1.95091  C6 1.440, C8 1.467, C22 1.424
8 C 0.01139 -0.85754 1.06737  C7 1.467, C9 1.489, H40 1.102
9 C -1.32271 -0.94256 1.72328  C8 1.489, C10 1.386, C21 1.437
10 C -2.05435 0.23444 1.75975  C9 1.386, C11 1.379, H41 1.081
11 C -3.37234 0.29654 2.15970  C10 1.379, C12 1.413, C16 1.485
12 C -3.95405 -0.78208 2.86227  C11 1.413, N13 1.375, C20 1.427
13 N -5.22404 -0.64681 3.37085  C12 1.375, C14 1.448, C17 1.452
14 C -6.09427 0.35724 2.79508  N13 1.448, C15 1.519, H42 1.106, H43 1.096
15 C -5.39445 1.69561 2.63231  C14 1.519, C16 1.519, H44 1.095, H45 1.095
16 C -4.11005 1.54416 1.83502  C11 1.485, C15 1.519, H46 1.099, H47 1.105
17 C -5.94036 -1.80086 3.88455  N13 1.452, C18 1.517, H48 1.104, H49 1.109
18 C -4.99961 -2.64647 4.72270  C17 1.517, C19 1.538, H50 1.097, H51 1.096
19 C -3.76888 -3.05148 3.89467  C18 1.538, C20 1.505, H52 1.094, H53 1.100
20 C -3.17208 -1.96147 3.04622  C12 1.427, C19 1.505, C21 1.407
21 C -1.91170 -2.04860 2.42658  C9 1.437, C20 1.407, H54 1.100
22 C 1.14943 0.34227 2.93691  C7 1.424, C23 1.378, H55 1.099
23 C 2.30745 0.83660 3.49674  C22 1.378, C24 1.543, C28 1.466
24 C 2.35222 2.15758 4.29217  C23 1.543, C25 1.536, C26 1.522, C27 1.535
25 C 3.14106 2.00838 5.60200  C24 1.536, H56 1.095, H57 1.099, H58 1.098
26 C 0.94001 2.62361 4.61835  C24 1.522, H59 1.097, H60 1.095, H61 1.096
27 C 2.99868 3.22358 3.39699  C24 1.535, H62 1.100, H63 1.098, H64 1.095
28 C 3.57221 0.17579 3.16167  C5 1.468, C23 1.466, O29 1.254
29 O 4.67714 0.75444 3.29501  C28 1.254
30 H 6.09975 -0.56171 2.09156  C1 1.093
31 H 6.75292 -2.22057 1.97414  C1 1.098
32 H 5.53073 -1.64879 0.81141  C1 1.095
33 H 3.62335 -3.96506 2.98448  C3 1.095
34 H 4.18077 -3.61338 1.31850  C3 1.095
35 H 5.33342 -4.16015 2.55121  C3 1.098
36 H 4.52193 -2.43103 4.92361  C4 1.096
37 H 6.15271 -2.77341 4.28636  C4 1.099
38 H 5.61652 -1.09226 4.49878  C4 1.094
39 H 2.28959 -2.46692 1.38482  C6 1.101
40 H 0.18097 -1.48879 0.18029  C8 1.102
41 H -1.59949 1.17872 1.49520  C10 1.081
42 H -6.43079 -0.00492 1.80538  C14 1.106
43 H -6.97445 0.47182 3.43882  C14 1.096
44 H -6.05077 2.41549 2.13185  C15 1.095
45 H -5.13282 2.09450 3.61818  C15 1.095
46 H -3.45860 2.41274 2.00490  C16 1.099
47 H -4.31925 1.56650 0.74996  C16 1.105
48 H -6.81224 -1.44138 4.45788  C17 1.104
49 H -6.31815 -2.40085 3.03217  C17 1.109
50 H -4.71315 -2.08776 5.62211  C18 1.097
51 H -5.56176 -3.52427 5.06014  C18 1.096
52 H -3.01607 -3.46040 4.57522  C19 1.094
53 H -4.10502 -3.88617 3.26227  C19 1.100
54 H -1.28941 -2.94963 2.53219  C21 1.100
55 H 0.17678 0.71415 3.28690  C22 1.099
56 H 4.18128 1.73462 5.39908  C25 1.095
57 H 3.11979 2.96109 6.14884  C25 1.099
58 H 2.67355 1.23356 6.22320  C25 1.098
59 H 0.38733 2.83064 3.69315  C26 1.097
60 H 0.41035 1.86709 5.20632  C26 1.095
61 H 0.98439 3.54958 5.20208  C26 1.096
62 H 2.44199 3.28597 2.45077  C27 1.100
63 H 2.97752 4.20586 3.88639  C27 1.098
64 H 4.03252 2.94762 3.16583  C27 1.095
65 C -0.03777 5.13553 1.78071  C66 1.501, H85 1.096, H86 1.105, H87 1.097
66 C -0.94024 4.07746 1.21482  C65 1.501, O67 1.463, H88 1.106, H89 1.096
67 O -0.13218 2.91085 0.86104  C66 1.463, C68 1.364
68 C -0.73098 2.09610 -0.05375  O67 1.364, C69 1.542, O84 1.238
69 C 0.05732 0.79553 -0.31006  C68 1.542, N70 1.319, H90 1.145
70 N -0.20483 0.33368 -1.51765  C69 1.319, C71 1.313
71 C 0.17087 0.46444 -2.76876  N70 1.313, C72 1.494, C78 1.479
72 C -0.84787 0.32287 -3.85180  C71 1.494, C73 1.419, C77 1.407
73 C -0.54294 -0.20188 -5.13446  C72 1.419, C74 1.397, H91 1.088
74 C -1.52717 -0.30029 -6.12075  C73 1.397, C75 1.400, H92 1.092
75 C -2.83830 0.10573 -5.84708  C74 1.400, C76 1.404, H93 1.095
76 C -3.14013 0.66026 -4.59359  C75 1.404, C77 1.393, H94 1.084
77 C -2.16374 0.75399 -3.60384  C72 1.407, C76 1.393, H95 1.093
78 C 1.53780 0.89368 -3.13613  C71 1.479, C79 1.425, C83 1.416
79 C 1.79888 1.53170 -4.38323  C78 1.425, C80 1.397, H96 1.093
80 C 3.05299 2.06777 -4.68377  C79 1.397, C81 1.401, H97 1.094
81 C 4.10032 1.95299 -3.75978  C80 1.401, C82 1.405, H98 1.095
82 C 3.85850 1.34025 -2.51879  C81 1.405, C83 1.395, H99 1.089
83 C 2.60831 0.80116 -2.21348  C78 1.416, C82 1.395, H100 1.089
84 O -1.81456 2.34446 -0.59861  C68 1.238
85 H -0.65766 5.89217 2.27465  C65 1.096
86 H 0.68825 4.74338 2.51571  C65 1.105
87 H 0.49332 5.66194 0.97815  C65 1.097
88 H -1.68014 3.73922 1.96463  C66 1.106
89 H -1.45850 4.41724 0.31144  C66 1.096
90 H 1.12182 0.89777 0.09938  C69 1.145
91 H 0.47258 -0.51442 -5.36893  C73 1.088
92 H -1.27217 -0.69950 -7.10441  C74 1.092
93 H -3.62493 -0.02531 -6.59787  C75 1.095
94 H -4.13674 1.03709 -4.39265  C76 1.084
95 H -2.38983 1.19819 -2.63085  C77 1.093
96 H 1.00252 1.63493 -5.12515  C79 1.093
97 H 3.21771 2.60183 -5.62382  C80 1.094
98 H 5.09590 2.34380 -3.99640  C81 1.095
99 H 4.65278 1.27768 -1.77626  C82 1.089
100 H 2.42926 0.30675 -1.26033  C83 1.089

Its highest occupied orbital energy is -3.18 eV. Its net charge is -1. The largest force on an atom comes out at 5.4 eV/A. The lowest unoccupied orbital energy is 2.182 eV. For the HOMO-LUMO gap, the calculation gives 5.365 eV.


No. 2
Computed, not measured: the molecule C7H17N3OS at a distorted geometry, with ωB97M-V/def2-TZVPD.

Each atom is followed by the atoms it is bonded to, with distances in Å.
CARTESIAN COORDINATES (ANGSTROEM)
1 C -1.01117 1.27957 0.10309  C3 1.574, N10 1.418, H13 1.108, H14 1.153
2 C -1.58943 -0.69460 -0.98348  C4 1.538, N8 1.426, N10 1.504, H16 1.130
3 C -2.29033 1.23013 1.01898  C1 1.574, O11 1.366, H17 1.088, H18 1.161
4 C -2.72469 -0.77155 0.05185  C2 1.538, O11 1.429, H19 1.074, H20 1.055
5 C 3.56370 0.17487 0.00830  C7 1.518, H21 1.100, H22 1.112, H23 1.089
6 C 1.67948 -0.71904 1.48163  C7 1.494, H24 1.127, H25 1.121, H26 1.046
7 C 2.11789 0.27750 0.45911  C5 1.518, C6 1.494, S12 1.832, H27 1.142
8 N -1.19376 -1.94589 -1.54081  C2 1.426, H15 1.058, H28 1.071
9 N 1.45755 1.37381 -1.69096  S12 1.516, H29 1.071
10 N -0.49554 -0.00148 -0.21839  C1 1.418, C2 1.504, S12 1.878
11 O -3.27754 0.48920 0.43408  C3 1.366, C4 1.429
12 S 1.16986 0.01327 -1.08661  C7 1.832, N9 1.516, N10 1.878
13 H -1.38497 1.87565 -0.75292  C1 1.108
14 H -0.19598 1.84372 0.69105  C1 1.153
15 H -0.68868 -2.55550 -0.83857  N8 1.058
16 H -1.90122 -0.07305 -1.87461  C2 1.130
17 H -2.13537 0.84845 2.02579  C3 1.088
18 H -2.65152 2.32926 1.11271  C3 1.161
19 H -3.40423 -1.54342 -0.25757  C4 1.074
20 H -2.25427 -1.25566 0.86227  C4 1.055
21 H 3.87302 -0.84774 0.26829  C5 1.100
22 H 3.60262 0.46391 -1.06427  C5 1.112
23 H 4.14407 0.85119 0.63446  C5 1.089
24 H 1.42115 -1.62181 0.85788  C6 1.127
25 H 0.67002 -0.46296 1.89549  C6 1.121
26 H 2.49151 -0.85335 2.12730  C6 1.046
27 H 1.91932 1.30538 0.91659  C7 1.142
28 H -2.06341 -2.43833 -1.92446  N8 1.071
29 H 1.15192 1.42851 -2.71623  N9 1.071

Its highest occupied orbital energy is -8.15 eV. The largest force on an atom comes out at 4.0 eV/A. The lowest unoccupied orbital energy is 0.843 eV. For the HOMO-LUMO gap, the calculation gives 8.995 eV.


No. 3
Computed, not measured: a cluster of 2 separate species, C2H5NO3P2 in total at a distorted geometry, with ωB97M-V/def2-TZVPD.

Each atom is followed by the atoms it is bonded to, with distances in Å.
CARTESIAN COORDINATES (ANGSTROEM)
1 O 1.90822 2.13639 -0.41564  P2 1.623, H6 1.038
2 P 1.03565 1.31564 0.67892  O1 1.623, C3 1.695
3 C -0.29830 0.95593 -0.30355  P2 1.695, P4 1.751, H7 1.088
4 P -1.92925 0.60965 0.23284  C3 1.751, O5 1.635, H8 1.431
5 O -1.71973 -0.08181 1.69944  P4 1.635, H9 0.965
6 H 2.86215 2.45131 -0.15483  O1 1.038
7 H -0.34757 1.54613 -1.21582  C3 1.088
8 H -1.94498 -0.76125 -0.17680  P4 1.431
9 H -2.28060 0.28794 2.39201  O5 0.965
10 N 0.18885 -2.12060 -1.22988  C11 1.189, H13 1.000
11 C 0.77643 -2.01576 -0.20097  N10 1.189, O12 1.144
12 O 1.32704 -1.67944 0.74347  C11 1.144
13 H 0.42209 -2.64413 -2.04920  N10 1.000

Its highest occupied orbital energy is -8.03 eV. The largest force on an atom comes out at 3.7 eV/A. The lowest unoccupied orbital energy is 0.530 eV. For the HOMO-LUMO gap, the calculation gives 8.560 eV. The SMILES is O/P=C/PO.N=C=O.


No. 4
Computed, not measured: a cluster of 2 separate species, C2HN2PS in total at a distorted geometry, with ωB97M-V/def2-TZVPD.

Each atom is followed by the atoms it is bonded to, with distances in Å.
CARTESIAN COORDINATES (ANGSTROEM)
1 C 0.22911 0.46193 -1.64221  N3 1.161, P5 1.746
2 C 0.64064 -1.49759 -0.01984  N4 1.157, P5 1.759
3 N 0.87582 1.31126 -2.09879  C1 1.161
4 N 1.27587 -2.20938 0.63412  C2 1.157
5 P -0.67859 -0.89024 -1.01275  C1 1.746, C2 1.759
6 S -0.70764 1.09798 2.46551  H7 1.372
7 H -1.63523 1.72605 1.67396  S6 1.372

Its highest occupied orbital energy (spin up / spin down) is -10.51 / -9.80 eV. The largest force on an atom comes out at 1.3 eV/A. The lowest unoccupied orbital energy (spin up / spin down) is -3.130 / -2.832 eV. For the HOMO-LUMO gap (spin up / spin down), the calculation gives 7.377 / 6.968 eV.


No. 5
Computed, not measured: the molecule C4H7NO3 at a distorted geometry, with ωB97M-V/def2-TZVPD.

Each atom is followed by the atoms it is bonded to, with distances in Å.
CARTESIAN COORDINATES (ANGSTROEM)
1 O -1.13361 -2.04793 -0.41214  C2 1.221
2 C -0.41053 -1.51799 -1.24123  O1 1.221, N3 1.343, H9 1.093
3 N 0.45290 -0.52412 -0.97393  C2 1.343, C4 1.440, H10 1.012
4 C 0.49728 0.19547 0.27234  N3 1.440, C5 1.505, C7 1.546, H11 1.084
5 C 1.16230 1.52215 0.02147  C4 1.505, O6 1.203, H12 1.104
6 O 1.52950 1.91033 -1.05606  C5 1.203
7 C -0.85447 0.46007 0.97530  C4 1.546, O8 1.411, H13 1.088, H14 1.096
8 O -0.93875 -0.24716 2.19364  C7 1.411, H15 0.968
9 H -0.42168 -1.90499 -2.26372  C2 1.093
10 H 0.97094 -0.11357 -1.73969  N3 1.012
11 H 1.09774 -0.30900 1.02122  C4 1.084
12 H 1.28941 2.15620 0.91663  C5 1.104
13 H -1.68707 0.20904 0.32140  C7 1.088
14 H -0.94797 1.52275 1.22650  C7 1.096
15 H -1.49343 -1.03334 2.08518  O8 0.968

Its highest occupied orbital energy is -10.18 eV. The largest force on an atom comes out at 1.2 eV/A. The lowest unoccupied orbital energy is 0.780 eV. For the HOMO-LUMO gap, the calculation gives 10.957 eV. The SMILES is O=CN[C@@H](C=O)CO.


Calculated DFT total energy (eV), listed in the same order as above: -55577.8574, -24884.3705, -28363.9959, -25190.6349, -11893.6160